1.
Below is the molecule C3H3NO3, with properties calculated with ωB97M-V/def2-TZVPD.

Each line ends with the Mulliken charge.
Element x y z (Å)
N 0.90 -1.60 -0.75  -0.60
C 0.35 -0.55 -0.32  0.42
O -0.24 -0.52 0.91  -0.33
C -0.89 0.55 1.48  0.16
O -1.40 0.42 2.55  -0.42
C 0.40 0.60 -1.30  0.23
O -0.03 1.72 -1.15  -0.47
H 0.86 -2.35 -0.07  0.29
H -0.87 1.46 0.88  0.35
H 0.92 0.27 -2.22  0.36

As for the SMILES: [H]/N=C(/C=O)OC=O. As for the lowest unoccupied orbital energy: -0.6 eV. For the relative energy (zero: lowest compared OMol25 entry of this formula, charge and spin), the calculation gives 1.692 eV. For the orbital gap, the calculation gives 10.28 eV. Its max |F| is 0.6 eV/Å. As for the HOMO energy: -10.93 eV.



2.
Below is a structure of composition C12H37AsF6O6, with properties calculated with ωB97M-V/def2-TZVPD.

Each line ends with the Mulliken charge.
Element x y z (Å)
O -0.86 0.61 -0.99  -0.31
H -1.73 0.36 -0.66  0.42
H -0.91 1.24 -1.71  0.42
H -0.33 -0.14 -1.28  0.43
As -0.03 4.23 3.43  2.02
F -1.14 4.59 4.83  -0.51
F 1.31 5.02 4.28  -0.49
F 1.05 3.87 2.07  -0.51
F -1.41 3.33 2.63  -0.54
F -0.43 5.78 2.62  -0.49
F 0.51 2.73 4.21  -0.49
C 5.00 0.56 0.06  -0.89
C 4.91 1.47 -1.12  -0.29
O 3.57 1.93 -1.29  -0.49
H 4.70 1.00 1.01  0.33
H 6.05 0.29 0.19  0.33
H 4.54 -0.42 -0.08  0.19
H 5.15 0.86 -1.99  0.25
H 5.61 2.30 -1.01  0.27
H 3.38 2.50 -0.54  0.31
C -3.45 4.26 -2.62  -1.01
C -2.91 3.98 -3.97  -0.15
O -1.94 2.95 -3.98  -0.52
H -3.91 3.36 -2.22  0.21
H -4.27 4.98 -2.71  0.33
H -2.70 4.61 -1.92  0.31
H -2.38 4.82 -4.42  0.30
H -3.67 3.61 -4.66  0.26
H -1.50 2.92 -4.84  0.29
C -6.44 0.67 1.83  -1.02
C -5.23 -0.30 1.85  -0.26
O -4.81 -0.42 0.58  -0.50
H -6.19 1.65 1.43  0.27
H -6.87 0.79 2.83  0.32
H -7.23 0.30 1.18  0.32
H -5.59 -1.25 2.25  0.24
H -4.46 0.04 2.54  0.33
H -5.45 -0.98 0.13  0.30
C 1.44 -2.71 -4.64  -1.35
C 1.70 -3.59 -3.45  0.61
C 3.20 -3.95 -3.27  -1.31
O 1.42 -2.84 -2.30  -0.49
H 1.99 -1.76 -4.67  0.33
H 0.37 -2.53 -4.73  0.32
H 1.67 -3.20 -5.59  0.37
H 1.02 -4.44 -3.47  0.19
H 3.55 -4.68 -4.00  0.33
H 3.45 -4.45 -2.33  0.43
H 3.75 -3.02 -3.37  0.31
H 1.80 -3.30 -1.54  0.26
C -0.06 -3.21 3.60  -1.19
C 1.39 -2.84 3.28  0.18
C 2.20 -2.81 4.60  -1.22
O 1.86 -3.85 2.42  -0.53
H -0.10 -4.08 4.25  0.35
H -0.58 -3.39 2.65  0.30
H -0.51 -2.36 4.10  0.37
H 1.43 -1.82 2.92  0.39
H 1.96 -1.97 5.25  0.37
H 3.27 -2.85 4.40  0.33
H 2.01 -3.76 5.10  0.31
H 1.80 -4.67 2.91  0.34

As for the lowest unoccupied orbital energy: -2.0 eV. For the relative energy (zero: lowest compared OMol25 entry of this formula, charge and spin), the calculation gives 4.414 eV. For the orbital gap, the calculation gives 8.46 eV. Its max |F| is 3.8 eV/Å. As for the HOMO energy: -10.42 eV.